Computed, not measured: a 6-piece molecular cluster, C16H40N4O6 overall in a non-equilibrium geometry, with ωB97M-V with the def2-TZVPD basis set.

Its LUMO energy is 0.637 eV. The molar mass comes out at 384.52 g mol⁻¹. The SMILES is CC(N)=O.CC(N)=O.CC(N)=O.CC(N)=O.CCOCC.CCOCC. The HOMO energy is -9.565 eV. The calculation puts the frontier orbital gap at 10.20 eV.

Last column: Löwdin charge in e.
Atoms and positions in Å:
C1 1.481 -1.462 3.306  -0.0037
C2 1.787 0.016 3.539  -0.5274
N1 0.643 0.743 3.802  0.1858
O1 2.922 0.512 3.521  -0.0139
H1 1.609 -1.561 2.168  0.1079
H2 0.423 -1.698 3.419  0.0680
H3 2.227 -2.135 3.663  0.0703
H4 0.574 1.720 3.899  0.0474
H5 -0.205 0.326 3.520  0.0631
C3 -2.728 4.113 3.544  -0.0066
C4 -1.566 3.664 2.707  -0.5641
N2 -1.567 3.523 1.369  0.1858
O2 -0.539 3.474 3.364  -0.0274
H6 -2.298 4.920 4.169  0.1013
H7 -3.000 3.248 4.087  0.0674
H8 -3.683 4.389 3.095  0.0747
H9 -0.699 3.279 0.859  0.0514
H10 -2.430 3.600 0.884  0.0928
C5 -2.668 -1.384 -0.438  0.0093
C6 -1.716 -0.494 0.388  -0.5611
N3 -1.154 0.535 -0.254  0.1905
O3 -1.546 -0.806 1.582  -0.0181
H11 -2.231 -2.353 -0.419  0.0525
H12 -2.749 -1.099 -1.462  0.0578
H13 -3.619 -1.545 0.048  0.0829
H14 -0.440 1.102 0.241  0.0975
H15 -1.378 0.729 -1.255  0.0969
C7 2.793 1.662 0.194  0.0154
C8 1.832 2.570 0.934  -0.5679
N4 2.136 2.838 2.184  0.2004
O4 0.896 3.081 0.302  -0.0326
H16 2.268 0.855 -0.255  0.0638
H17 3.552 1.270 0.846  0.0724
H18 3.201 2.238 -0.620  0.0835
H19 1.528 3.509 2.642  0.1007
H20 2.706 2.319 2.823  0.0755
C9 -0.501 -0.351 -5.326  -0.0711
C10 -0.163 0.278 -3.945  -0.2895
O5 -1.136 1.091 -3.377  -0.1960
C11 -1.365 2.301 -4.100  -0.2825
C12 -2.393 3.045 -3.341  -0.0874
H21 0.412 -0.796 -5.747  0.0717
H22 -1.218 -1.141 -5.141  0.0603
H23 -0.948 0.330 -6.151  0.0957
H24 -0.007 -0.478 -3.190  0.1070
H25 0.803 0.811 -4.054  0.1203
H26 -0.437 2.911 -4.243  0.1395
H27 -1.766 2.041 -5.108  0.1157
H28 -2.060 3.124 -2.313  0.0666
H29 -3.339 2.506 -3.212  0.0824
H30 -2.698 3.971 -3.850  0.0892
C13 -0.306 -4.128 1.355  -0.0797
C14 1.105 -4.650 1.426  -0.3075
O6 1.948 -3.989 0.521  -0.1691
C15 2.125 -4.750 -0.650  -0.2935
C16 2.638 -3.907 -1.829  -0.0564
H31 -0.805 -4.500 0.352  0.1033
H32 -1.044 -4.562 2.010  0.0630
H33 -0.383 -3.000 1.393  0.0636
H34 1.549 -4.416 2.429  0.1182
H35 1.279 -5.739 1.233  0.1259
H36 2.863 -5.504 -0.493  0.1059
H37 1.188 -5.202 -0.915  0.1052
H38 3.551 -3.352 -1.504  0.0906
H39 1.898 -3.122 -1.985  0.0670
H40 2.847 -4.522 -2.645  0.0490